# 1
A cluster of 7 separate species, C24H40O10 in total in a non-equilibrium geometry. Source: OMol25; level of theory: ωB97M-V/def2-TZVPD.

Geometry as XYZ:
```
74
Properties=species:S:1:pos:R:3:forces:R:3:lowdin_charge:R:1
C -11.522 0.502 4.164 6.8 1.1 -5.8 0.135
C -10.301 1.151 3.546 -3.8 1.3 4.9 -0.127
C -9.653 0.852 2.256 -2.4 -3.8 1.4 -0.451
O -8.642 1.387 1.934 2.0 1.7 -1.0 0.120
C -10.211 -0.326 1.610 -7.3 -0.6 7.2 0.109
C -11.357 -1.210 2.296 6.5 5.9 -3.8 -0.172
C -12.003 -0.680 3.469 -0.8 1.8 1.9 -0.403
O -13.023 -1.196 3.846 -1.3 -1.2 0.4 0.124
O -11.855 -2.216 1.722 -0.7 -1.7 -0.3 0.167
O -9.799 2.276 4.194 2.1 -0.8 -0.5 0.008
H -12.051 0.860 4.956 -1.0 1.1 2.1 0.066
H -9.600 -0.604 0.933 3.4 -2.8 -5.2 0.011
H -11.351 -2.303 0.912 0.1 -0.6 -1.2 0.098
H -8.762 2.478 4.038 -3.6 -1.1 -0.3 0.196
C -14.046 1.340 7.353 1.6 -2.8 -1.6 -0.052
C -14.617 2.336 6.490 -1.2 2.7 -4.3 -0.477
O -14.006 2.858 5.555 -0.3 -0.7 1.4 0.044
C -16.139 2.717 6.606 0.6 -1.7 4.3 -0.015
H -12.975 1.189 7.355 0.7 0.6 -1.4 0.075
H -14.358 0.328 6.967 -0.6 0.8 1.3 0.124
H -14.046 1.636 8.327 -1.7 0.0 3.3 0.055
H -16.860 2.150 6.015 0.5 -0.3 -0.1 0.070
H -16.335 3.763 6.459 0.3 0.4 -0.1 0.057
H -16.355 2.428 7.779 -0.1 0.9 -2.8 0.122
C -12.282 3.109 1.477 -4.9 -0.8 -1.3 0.029
C -13.032 1.802 0.999 1.3 1.2 -1.0 -0.457
O -13.921 1.284 1.594 -0.8 -0.3 1.2 0.090
C -12.636 1.330 -0.378 -0.4 -2.8 1.7 -0.010
H -12.489 3.126 2.494 -1.0 0.7 2.0 0.050
H -12.709 3.999 0.936 0.9 -0.9 0.5 0.117
H -11.299 2.959 1.497 4.3 -0.1 -1.0 0.012
H -13.104 0.375 -0.686 -0.1 0.5 0.5 0.083
H -11.599 1.113 -0.408 1.2 0.6 -0.4 0.047
H -13.018 2.066 -0.971 -0.3 2.1 -2.3 0.056
C -8.528 -2.872 -2.103 1.4 8.9 -0.6 0.034
C -9.601 -1.806 -1.735 0.9 -4.1 -2.2 -0.461
O -10.491 -2.123 -0.997 -1.0 0.3 1.4 0.071
C -9.565 -0.555 -2.466 0.9 -0.9 -2.5 0.004
H -7.917 -2.485 -2.942 -0.5 -0.3 0.1 0.100
H -8.699 -3.792 -2.207 -2.4 -7.2 -0.8 0.002
H -7.872 -2.786 -1.307 1.7 0.0 1.9 0.064
H -8.573 -0.178 -2.575 0.7 0.3 -0.1 0.094
H -10.117 0.009 -1.860 -2.3 3.3 2.0 0.020
H -10.051 -0.596 -3.479 0.5 -0.3 1.0 0.139
C -12.863 -2.441 7.998 2.5 2.6 2.3 -0.056
C -12.973 -3.415 6.840 -2.9 2.0 -0.2 -0.510
O -12.103 -4.116 6.427 0.9 -0.3 0.1 0.085
C -14.415 -3.446 6.220 1.6 0.4 -2.4 -0.028
H -13.716 -2.205 8.717 0.5 -0.7 -1.6 0.088
H -12.422 -1.335 7.709 -1.2 -2.8 0.1 0.121
H -12.052 -2.780 8.716 -0.7 0.1 -0.9 0.081
H -15.059 -3.818 6.989 -1.0 0.5 0.3 0.061
H -14.285 -4.234 5.505 -0.2 -0.9 -0.3 0.050
H -14.744 -2.621 5.428 0.6 -1.0 2.6 0.121
C -15.458 -1.225 0.899 7.0 -4.3 -4.8 -0.001
C -15.881 -2.695 0.679 -0.4 -1.0 -3.0 -0.392
O -17.052 -2.993 0.365 2.8 0.7 1.5 0.022
C -14.731 -3.748 0.373 -2.4 -0.7 -1.9 -0.025
H -14.570 -1.202 1.537 -0.6 0.4 0.2 0.054
H -16.281 -0.845 1.168 -5.8 4.1 2.3 -0.012
H -15.030 -0.809 -0.218 -1.5 -1.2 3.1 0.165
H -14.000 -3.415 -0.341 0.1 1.2 -0.6 0.052
H -15.166 -4.641 -0.186 0.1 1.1 1.1 0.097
H -14.084 -4.102 1.106 0.5 -0.5 2.1 0.032
C -7.965 -4.016 2.295 -2.5 2.8 -4.4 -0.045
C -8.291 -4.470 3.627 -4.9 1.2 -2.1 -0.563
O -7.463 -4.695 4.400 3.5 -1.3 3.6 0.132
C -9.809 -4.471 4.067 -1.0 2.2 -8.1 0.014
H -8.657 -3.051 2.034 1.1 -2.2 0.8 0.110
H -8.277 -4.708 1.411 1.0 0.9 1.7 0.121
H -7.013 -3.510 2.221 0.7 -0.9 -0.1 0.071
H -9.656 -4.635 4.974 0.3 -1.1 8.3 -0.038
H -10.391 -5.329 3.656 0.4 0.8 0.0 0.102
H -10.383 -3.440 3.870 1.4 -2.4 0.4 0.121
```
Forces are in eV/Å.

Properties
- E_HOMO (eV) = -8.841
- SMILES = O=C1C=C(O)C(=O)C=C1O.CC(C)=O.CC(C)=O.CC(C)=O.CC(C)=O.CC(C)=O.CC(C)=O
- largest force on an atom (eV/A) = 10.24
- charge = 0
- gap between HOMO and LUMO (eV) = 6.937
- calculated total energy (hartree) = -1690.48007

***

# 2
A structure of composition C24H40O16S2 in a non-equilibrium geometry. Source: OMol25; level of theory: ωB97M-V/def2-TZVPD.

Geometry as XYZ:
```
82
Properties=species:S:1:pos:R:3:forces:R:3:lowdin_charge:R:1
C 4.327 -2.220 5.742 0.8 1.5 -2.4 0.016
C 4.807 -1.823 4.265 0.4 0.1 2.3 -0.204
C 6.277 -1.300 4.202 -2.9 -0.4 -1.2 -0.095
O 6.901 -2.529 3.830 2.3 0.1 0.3 0.033
C 6.043 -3.508 3.397 4.1 -4.7 1.9 -0.541
O 6.436 -4.704 3.223 -1.5 5.0 -0.3 0.076
O 4.848 -3.116 3.563 -3.1 1.9 -0.4 0.095
H 5.019 -2.435 6.495 2.2 -0.2 0.5 0.066
H 3.899 -3.128 5.553 -1.9 -2.3 -0.1 0.053
H 3.687 -1.564 6.256 -1.3 1.1 -0.1 0.063
H 4.201 -1.070 3.757 -0.6 -0.8 0.1 0.134
H 6.440 -0.697 5.164 0.9 -1.6 -1.3 0.160
H 6.288 -0.658 3.302 0.6 0.2 0.6 0.124
C -2.778 -1.462 -2.992 -1.8 4.5 -2.0 -0.042
C -3.768 -2.041 -3.936 -2.7 -1.6 2.4 -0.269
C -4.809 -1.001 -4.608 3.6 -3.4 0.6 -0.077
O -4.377 -1.053 -5.922 1.5 -1.1 -2.8 0.028
C -3.518 -2.168 -6.151 1.5 0.8 -5.9 -0.486
O -3.013 -2.565 -7.247 -3.0 2.3 4.2 0.084
O -3.140 -2.654 -5.040 0.4 -1.3 2.4 0.111
H -3.284 -0.809 -2.284 -0.3 -0.8 0.8 0.103
H -2.204 -0.651 -3.454 0.2 -0.1 -0.8 0.079
H -2.088 -2.092 -2.650 2.3 -2.8 1.9 0.040
H -4.324 -2.911 -3.276 1.0 2.0 -2.0 0.203
H -4.659 -0.074 -4.173 -0.2 2.0 0.6 0.108
H -5.736 -1.432 -4.588 -2.7 -0.4 0.6 0.104
C 0.441 -0.461 -2.177 2.3 6.5 2.9 0.018
C 1.722 -0.163 -1.380 0.8 -2.0 3.3 -0.175
C 1.656 0.794 -0.162 -2.7 0.2 -0.5 -0.112
O 2.088 0.098 0.946 -0.1 2.4 2.5 0.095
C 2.356 -1.120 0.710 1.9 -4.5 -0.8 -0.617
O 2.708 -1.969 1.504 -0.7 1.4 -0.6 0.142
O 2.308 -1.361 -0.619 -1.2 0.5 -1.3 0.083
H 0.630 0.361 -2.909 -1.3 -0.2 0.2 0.089
H -0.408 -0.290 -1.519 -0.2 0.0 -0.3 0.088
H 0.372 -1.257 -2.727 0.0 -5.0 -2.6 0.022
H 2.587 0.265 -1.815 0.5 -0.4 -2.0 0.135
H 0.674 1.169 0.119 -0.5 -0.1 -0.5 0.120
H 2.224 1.663 -0.289 1.3 1.2 -0.3 0.120
C -0.285 0.514 -6.009 -2.4 3.2 3.3 0.033
C -0.854 1.484 -7.143 0.6 -6.2 3.4 -0.386
C -2.254 1.843 -6.866 -1.9 1.4 -5.8 -0.036
O -2.243 3.301 -7.103 -1.2 -2.8 1.8 0.113
C -0.978 3.569 -7.024 0.5 9.0 -3.6 -0.633
O -0.673 4.747 -7.262 0.6 -2.0 1.7 0.104
O -0.167 2.592 -7.137 3.8 2.1 0.8 0.155
H -0.190 1.224 -4.850 -0.3 -2.0 -3.7 0.175
H 0.613 0.020 -6.118 2.3 -0.4 -0.8 0.033
H -0.971 -0.283 -5.745 -0.6 0.0 -0.1 0.045
H -0.719 1.036 -8.082 -0.1 -1.0 -1.3 0.150
H -2.724 1.674 -5.978 -1.0 -1.0 2.3 0.101
H -2.773 1.534 -7.832 -0.4 -0.4 2.0 0.174
C -1.069 -0.766 2.403 -2.9 -1.3 -1.6 -0.164
C -1.582 -0.490 3.870 -8.4 1.2 -5.4 -0.190
C -2.481 -1.689 4.222 -0.7 2.2 -1.3 -0.235
S -1.791 -3.034 3.350 3.2 -2.4 3.3 0.606
O -2.745 -3.670 2.546 -2.5 -1.0 -1.5 -0.289
O -1.014 -3.815 4.303 -0.7 0.3 -0.2 -0.319
C -0.630 -2.325 2.293 -2.4 3.0 -2.6 -0.204
H -0.264 -0.133 2.452 2.2 1.4 -1.3 0.022
H -1.848 -0.545 1.471 1.9 -0.2 2.7 0.168
H -2.244 0.554 4.022 2.2 -2.7 -0.5 0.182
H -0.813 -0.522 4.415 6.1 0.3 4.6 0.024
H -3.493 -1.517 3.809 0.4 -0.2 0.5 0.117
H -2.433 -1.744 5.277 -0.4 -1.0 1.0 0.098
H -0.844 -2.792 1.284 0.0 0.9 1.0 0.124
H 0.386 -2.466 2.426 1.9 -0.4 1.3 0.060
C -0.509 3.436 1.819 2.8 3.2 3.5 -0.168
C -1.475 3.968 2.883 -2.6 0.4 2.0 -0.181
C -0.664 4.466 4.109 -1.1 -4.4 -2.1 -0.216
S 0.719 3.402 4.121 -4.1 -5.7 0.0 0.648
O 0.222 2.277 4.909 0.8 0.2 0.3 -0.340
O 1.902 4.044 4.395 4.2 2.5 1.1 -0.257
C 0.725 2.651 2.464 -3.5 3.1 0.9 -0.155
H -0.119 4.319 1.314 0.4 0.0 -0.1 0.124
H -0.962 2.907 1.146 -2.8 -3.2 -3.9 0.036
H -2.210 3.147 3.194 1.4 0.6 0.1 0.124
H -2.283 4.774 2.735 1.6 -0.8 -1.1 0.139
H -1.095 4.408 5.051 -1.2 -0.8 1.6 0.095
H -0.159 5.291 4.190 1.9 5.9 -1.1 0.037
H 0.601 1.624 2.629 -0.2 -1.2 0.1 0.048
H 1.556 2.921 1.935 2.4 0.4 -1.1 0.062
```
Forces are in eV/Å.

Properties
- E_HOMO (eV) = -10.187
- largest force on an atom (eV/A) = 10.03
- charge = 0
- gap between HOMO and LUMO (eV) = 9.650
- calculated total energy (hartree) = -2938.33397

***

# 3
A cluster of 4 separate species, C24H41B3N4O4S2 in total in a non-equilibrium geometry. Source: OMol25; level of theory: ωB97M-V/def2-TZVPD.

Geometry as XYZ:
```
78
Properties=species:S:1:pos:R:3:forces:R:3:lowdin_charge:R:1
C -5.016 3.960 -2.887 0.4 1.1 0.1 -0.123
C -5.471 4.835 -1.546 1.7 0.9 -1.0 -0.247
N -6.086 3.993 -0.450 1.3 -2.5 -0.9 -0.213
C -7.556 3.715 -0.674 -1.4 0.3 -0.2 -0.274
C -8.509 5.084 -0.595 -0.2 -0.8 -0.3 -0.117
C -5.262 2.728 -0.319 -1.1 -1.2 0.3 -0.921
S -5.891 1.125 -0.453 0.7 2.9 0.5 0.554
S -3.378 2.813 -0.007 -1.5 0.3 0.4 0.763
C -2.855 1.394 1.114 0.4 -1.3 1.5 -0.486
C -1.874 0.292 0.356 -0.2 0.0 -0.9 -0.237
C -0.289 0.679 0.528 0.7 0.5 0.2 -0.091
B 0.697 -0.593 0.891 0.3 -1.5 -0.1 -0.356
O 1.600 -0.579 2.097 1.8 1.0 -4.2 0.105
B 2.961 -0.365 1.489 -2.5 -1.5 -1.6 -0.221
O 3.139 -0.830 0.068 -1.9 -1.3 3.8 0.087
B 2.292 -2.074 0.035 -0.9 0.7 -0.5 -0.371
C 3.033 -3.541 0.039 0.6 0.6 -0.7 -0.086
C 2.533 -4.580 -1.128 1.5 -1.2 0.2 -0.151
C 2.833 -6.112 -0.529 -0.7 1.2 1.0 -0.218
O 4.301 -6.342 -0.467 -2.0 -1.6 -0.6 -0.262
C 4.601 -7.785 -0.349 0.6 -0.3 0.2 -0.121
O 0.823 -1.836 0.050 3.2 2.5 2.0 0.154
H -5.041 4.717 -3.809 -0.1 -1.8 1.9 0.089
H -5.765 3.074 -3.041 1.6 1.7 0.1 0.073
H -3.884 3.607 -2.775 -2.7 0.5 -0.2 0.071
H -6.146 5.703 -1.946 0.9 -1.8 1.3 0.117
H -4.507 5.355 -1.078 -2.1 -1.1 -1.1 0.122
H -8.013 2.989 0.156 1.5 1.4 -2.0 0.118
H -7.658 3.258 -1.758 -0.2 0.6 2.2 0.117
H -8.217 5.798 0.285 -0.5 -1.4 -1.7 0.084
H -8.519 5.646 -1.621 0.1 -0.9 2.1 0.067
H -9.617 4.685 -0.426 2.4 0.9 -0.3 0.086
H -2.200 1.882 1.982 -1.5 -0.8 -2.0 0.087
H -3.768 0.879 1.680 1.8 1.2 -1.6 0.086
H -2.100 0.306 -0.815 0.3 -0.1 2.7 0.123
H -2.085 -0.821 0.723 0.4 2.5 -0.6 0.113
H 0.145 1.156 -0.475 -1.0 -1.0 2.0 0.145
H -0.083 1.506 1.363 -0.8 -1.8 -1.7 0.115
H 3.874 0.093 2.074 -0.1 0.1 0.1 0.107
H 4.193 -3.328 -0.143 -2.5 -0.6 0.6 0.135
H 2.908 -3.986 1.122 0.2 0.7 -2.1 0.133
H 3.267 -4.476 -2.063 -1.8 -0.1 1.9 0.132
H 1.423 -4.436 -1.477 2.1 -0.4 0.9 0.123
H 2.244 -6.949 -1.096 1.3 1.5 0.9 0.123
H 2.469 -6.062 0.605 0.4 -0.4 -2.4 0.130
H 5.238 -7.940 0.624 -1.3 0.2 -1.8 0.099
H 3.632 -8.445 -0.310 1.8 1.3 0.0 0.094
H 5.261 -8.123 -1.255 -1.3 0.7 1.6 0.097
N -4.086 -2.921 0.179 0.1 0.0 0.0 0.002
C -4.576 -4.032 0.816 0.0 -0.1 0.0 -0.142
C -4.034 -5.144 0.211 -0.2 0.1 0.3 -0.118
C -3.182 -4.688 -0.823 0.2 0.3 -0.2 -0.117
C -3.231 -3.312 -0.819 0.0 0.0 -0.1 -0.145
H -4.318 -1.964 0.410 0.0 -0.3 -0.1 0.125
H -5.268 -3.936 1.642 0.1 -0.1 -0.2 0.105
H -4.229 -6.172 0.486 0.0 0.2 0.0 0.090
H -2.596 -5.297 -1.498 -0.1 0.1 0.1 0.089
H -2.733 -2.579 -1.439 -0.1 -0.1 0.1 0.105
N 2.946 4.915 2.021 0.0 -0.1 0.0 0.005
C 2.291 3.739 2.281 -0.1 -0.1 0.1 -0.119
C 2.565 2.863 1.254 -0.1 0.1 0.3 -0.105
C 3.420 3.532 0.346 0.2 0.3 -0.1 -0.110
C 3.641 4.796 0.846 0.0 0.0 -0.1 -0.127
H 2.921 5.740 2.606 0.0 -0.3 -0.2 0.150
H 1.687 3.627 3.171 0.1 0.0 -0.2 0.112
H 2.191 1.851 1.169 0.0 0.3 0.0 0.053
H 3.831 3.135 -0.573 -0.1 0.1 0.1 0.091
H 4.231 5.620 0.466 -0.1 -0.2 0.0 0.110
N 6.523 0.198 0.392 0.1 0.0 0.0 0.015
C 6.590 1.543 0.136 0.0 0.0 0.0 -0.128
C 7.915 1.917 0.169 -0.3 0.2 -0.1 -0.115
C 8.674 0.756 0.449 0.0 -0.4 0.1 -0.121
C 7.790 -0.292 0.579 0.0 0.0 0.0 -0.141
H 5.673 -0.348 0.435 0.2 0.2 -0.1 0.118
H 5.692 2.117 -0.045 0.2 -0.1 0.1 0.079
H 8.294 2.918 0.008 -0.1 -0.2 0.0 0.089
H 9.750 0.690 0.545 -0.2 0.0 0.0 0.089
H 7.953 -1.340 0.789 0.0 0.2 0.0 0.105
```
Forces are in eV/Å.

Properties
- E_HOMO (eV) = -7.958
- SMILES = CCN(CC)C(=S)SCCCB1OBOB(CCCOC)O1.c1cc[nH]c1.c1cc[nH]c1.c1cc[nH]c1
- largest force on an atom (eV/A) = 4.62
- charge = 0
- gap between HOMO and LUMO (eV) = 7.532
- calculated total energy (hartree) = -2329.94149

***

# 4
A structure of composition C24H41N7S4SeTi in a non-equilibrium geometry. Source: OMol25; level of theory: ωB97M-V/def2-TZVPD.

Geometry as XYZ:
```
78
Properties=species:S:1:pos:R:3:forces:R:3:lowdin_charge:R:1
Ti -0.175 -2.510 -1.714 1.3 0.7 -2.2 0.117
C -1.438 -5.317 -1.822 0.2 -0.2 0.0 -0.452
C -2.001 -4.752 -3.137 -0.1 0.1 0.0 -0.444
S -2.211 -2.920 -3.024 -0.2 -0.2 -0.5 0.899
C -1.747 -2.114 -4.602 -0.1 -0.2 0.1 -0.444
C -0.319 -2.263 -5.135 0.1 0.0 0.2 -0.437
S 0.973 -2.716 -3.930 0.3 0.1 -0.6 0.872
C 1.765 -1.206 -3.261 0.0 -0.3 -0.2 -0.501
C 2.749 -1.658 -2.172 0.0 0.0 0.1 -0.449
S 1.952 -2.223 -0.596 0.8 -0.3 0.3 0.820
C 2.398 -4.009 -0.402 0.0 0.2 -0.1 -0.456
C 1.155 -4.880 -0.182 0.0 -0.3 -0.3 -0.451
S 0.358 -4.927 -1.833 -0.2 -0.2 0.3 0.891
H -1.574 -6.397 -1.799 -0.1 0.0 0.0 0.096
H -1.908 -4.872 -0.947 -0.1 -0.1 0.0 0.067
H -2.984 -5.179 -3.330 0.0 0.0 0.0 0.092
H -1.347 -4.987 -3.977 0.0 0.0 0.0 0.089
H -1.960 -1.074 -4.352 -0.1 0.0 -0.1 0.084
H -2.461 -2.431 -5.362 0.0 0.1 0.0 0.094
H -0.010 -1.351 -5.644 -0.1 0.0 -0.1 0.100
H -0.266 -3.075 -5.858 0.0 0.0 0.0 0.084
H 1.007 -0.524 -2.870 0.2 0.2 0.0 -0.026
H 2.303 -0.704 -4.065 0.0 0.0 0.0 0.107
H 3.393 -0.825 -1.900 0.0 0.0 0.0 0.083
H 3.370 -2.479 -2.530 0.1 0.1 0.0 0.088
H 3.057 -4.078 0.461 0.0 -0.1 0.0 0.091
H 2.939 -4.334 -1.291 0.1 0.0 0.1 0.084
H 0.475 -4.460 0.551 0.0 0.0 0.1 0.049
H 1.453 -5.886 0.110 0.0 0.0 0.0 0.096
N -2.504 -2.885 2.971 0.2 0.1 0.6 0.173
N -2.277 -2.518 1.691 0.4 -0.2 -0.6 -0.240
N -2.986 -1.581 1.106 -0.3 0.3 0.0 0.183
C -2.401 -1.478 -0.070 0.0 -0.4 0.3 -0.235
N -1.376 -2.348 -0.176 -2.1 0.1 2.5 -0.204
N -1.309 -3.003 0.979 -0.2 0.1 0.5 0.129
H -3.378 -2.511 3.309 -0.1 0.0 -0.1 0.125
H -2.348 -3.865 3.152 0.0 -0.1 -0.2 0.124
H -2.718 -0.798 -0.838 0.0 0.0 0.0 0.105
C -2.666 1.885 3.970 0.0 0.1 -0.1 -0.099
C -2.296 2.756 2.772 -0.1 -0.2 0.0 -0.256
C -2.463 1.985 1.465 0.1 0.2 0.0 -0.207
C -2.070 2.779 0.221 -0.2 -0.2 0.1 -0.139
N -0.645 3.076 0.196 0.2 0.0 0.0 -0.006
C 0.334 2.198 -0.095 -0.2 0.1 -0.3 -0.621
Se 0.057 0.473 -0.718 -0.1 0.2 0.2 0.789
N 1.526 2.781 0.123 -0.1 0.0 0.0 -0.008
C 2.823 2.118 0.083 0.3 0.0 0.1 -0.133
C 3.491 2.004 1.456 -0.2 -0.2 0.0 -0.171
C 2.911 0.928 2.377 -0.1 0.2 0.0 -0.235
C 1.528 1.258 2.944 0.1 -0.1 -0.1 -0.093
C 1.314 4.093 0.541 -0.2 0.1 0.0 -0.138
C 2.197 5.124 0.838 0.1 0.0 0.0 0.006
C 1.644 6.336 1.206 0.0 0.0 0.0 -0.055
C 0.259 6.518 1.272 -0.1 0.0 0.0 -0.055
C -0.619 5.496 0.967 -0.1 0.0 0.0 0.007
C -0.066 4.278 0.594 0.3 0.1 0.1 -0.141
H -2.568 2.434 4.905 0.0 0.0 0.0 0.078
H -2.013 1.010 4.023 0.0 0.0 0.0 0.067
H -3.698 1.540 3.887 0.0 0.0 0.0 0.076
H -1.263 3.098 2.878 0.0 0.0 0.0 0.101
H -2.935 3.643 2.754 0.0 0.0 0.0 0.116
H -3.507 1.677 1.358 0.0 0.0 0.0 0.122
H -1.857 1.076 1.502 0.0 0.0 0.0 0.068
H -2.601 3.729 0.193 0.0 0.0 -0.1 0.128
H -2.315 2.218 -0.681 0.0 0.1 0.0 0.102
H 3.467 2.669 -0.605 -0.1 0.0 0.0 0.135
H 2.648 1.124 -0.326 0.0 0.0 -0.1 0.066
H 3.443 2.966 1.969 0.1 0.1 0.0 0.105
H 4.546 1.789 1.278 0.0 0.0 0.0 0.120
H 3.604 0.804 3.211 0.0 -0.1 0.0 0.112
H 2.871 -0.031 1.849 0.0 0.0 0.0 0.091
H 1.523 2.252 3.398 0.0 0.0 0.0 0.085
H 1.251 0.538 3.715 0.0 0.0 0.0 0.077
H 0.755 1.225 2.174 0.0 0.0 0.1 0.032
H 3.268 4.999 0.775 0.0 0.0 0.0 0.120
H 2.295 7.165 1.449 0.0 0.0 0.0 0.116
H -0.136 7.484 1.555 0.0 0.0 0.0 0.116
H -1.689 5.646 1.015 0.0 0.0 0.0 0.117
```
Forces are in eV/Å.

Properties
- E_HOMO (alpha / beta) (eV) = -12.535 / -12.571
- 2S+1 = 3
- largest force on an atom (eV/A) = 3.23
- charge = +2
- gap between HOMO and LUMO (alpha / beta) (eV) = 7.116 / 7.309
- calculated total energy (hartree) = -6165.53886

***

- Among the records above, which one has the lowest largest force on an atom?
  C24H41N7S4SeTi

***

- Which of these has the highest calculated total energy?
  C24H40O10